Density functional theory data (ωB97M-V/def2-TZVPD) for a cluster of 4 separate species, C34H78N3O10PS in total at a distorted geometry.

Structure (XYZ):
```
127
Properties=species:S:1:pos:R:3:forces:R:3:mulliken_charge:R:1
C 1.758 -0.491 -4.296 -0.1 0.4 0.4 0.23
C 2.123 1.019 -3.988 0.7 -0.3 -0.7 -0.47
C 1.568 1.981 -5.094 -0.4 -0.3 -0.3 -1.16
C -0.001 2.051 -5.202 0.5 0.7 -0.3 -0.49
C -0.711 2.747 -3.987 0.6 -0.3 0.2 -0.97
C -1.047 1.813 -2.770 -1.0 0.3 -0.1 0.70
C -1.839 0.496 -3.132 -0.2 0.1 1.2 -0.96
C -1.289 -0.746 -2.317 -0.7 -0.5 -0.4 0.94
C -1.325 -2.091 -3.123 0.0 0.0 0.2 -1.49
C -0.602 -3.270 -2.376 -0.8 0.2 -0.1 1.46
C -0.554 -4.618 -3.200 0.9 0.6 -0.1 -1.20
C 0.909 -5.166 -3.388 -0.4 0.1 0.3 -0.17
C 1.833 -4.185 -4.205 -0.5 -1.1 0.2 0.31
C 3.348 -4.291 -3.814 -0.2 1.1 -0.6 -1.39
C 3.681 -3.514 -2.486 0.4 -0.1 -0.4 0.52
C 3.796 -4.439 -1.196 0.2 1.4 -1.0 -1.29
C 2.545 -4.169 -0.284 0.9 -1.4 -2.2 1.16
O 2.061 -5.523 0.000 0.1 0.3 3.0 -0.58
S 1.715 -5.704 1.621 -1.3 -0.8 -1.1 1.11
O 2.360 -6.901 2.176 -1.1 3.0 -1.1 -0.58
O 0.245 -5.594 1.691 3.1 0.1 0.4 -0.60
O 2.472 -4.320 2.089 -0.5 -2.1 0.0 -0.45
C 2.679 -3.312 1.031 -1.4 -1.1 0.4 2.38
C 4.047 -2.707 1.451 0.0 0.6 -0.4 -1.89
C 4.767 -1.819 0.370 1.0 0.1 0.3 0.01
C 5.316 -0.456 0.972 0.4 -1.3 -0.7 -1.39
C 1.351 -2.462 1.151 0.0 0.8 -0.6 -0.86
P 1.551 -0.628 0.962 -0.5 2.2 2.7 1.45
O 2.214 -0.046 2.190 -0.5 -1.2 -2.5 -0.70
O -0.031 -0.005 0.939 2.2 -1.1 -1.0 -0.56
O 2.244 -0.164 -0.486 -1.1 -0.9 1.6 -0.57
H 2.668 -1.099 -4.505 -0.7 0.5 0.0 0.34
H 1.048 -0.561 -5.156 0.6 0.0 0.6 0.41
H 1.249 -0.951 -3.419 0.3 0.2 -0.6 -0.79
H 3.241 1.113 -4.023 -0.9 0.0 0.2 0.50
H 1.824 1.290 -2.950 0.1 0.1 -0.8 -0.02
H 1.930 1.568 -6.075 -0.2 0.3 0.8 0.35
H 1.993 3.015 -5.041 -0.3 -0.8 0.3 0.40
H -0.373 1.030 -5.439 0.0 0.7 0.4 0.29
H -0.226 2.678 -6.106 0.2 -0.6 0.7 0.35
H -1.624 3.299 -4.328 0.6 -0.7 0.3 0.36
H -0.014 3.540 -3.610 -0.5 -0.5 -0.3 0.34
H -1.702 2.412 -2.068 0.8 -0.6 -0.6 -0.23
H -0.139 1.527 -2.183 -0.4 0.3 -0.6 -0.16
H -2.885 0.649 -2.756 0.7 -0.1 -0.6 0.27
H -1.933 0.291 -4.221 0.4 0.1 0.7 0.65
H -1.965 -0.884 -1.432 0.8 0.1 -0.5 0.53
H -0.256 -0.573 -1.918 -0.7 -0.1 -0.4 -1.03
H -2.399 -2.376 -3.261 0.8 0.2 0.0 0.55
H -0.906 -1.938 -4.152 -0.2 -0.1 0.8 0.27
H -1.220 -3.470 -1.462 0.8 0.3 -0.5 0.81
H 0.417 -2.915 -2.058 -0.8 -0.4 -0.3 -1.44
H -1.148 -5.376 -2.647 0.2 0.4 -0.7 0.37
H -0.956 -4.423 -4.227 0.0 -0.3 0.8 0.35
H 0.829 -6.168 -3.884 0.3 0.8 0.3 0.54
H 1.315 -5.368 -2.366 -0.1 0.2 -0.8 -0.30
H 1.663 -4.428 -5.285 0.3 0.3 0.7 0.44
H 1.445 -3.149 -4.056 0.6 -0.6 -0.1 -0.47
H 3.728 -5.337 -3.775 -0.4 0.6 0.0 0.40
H 3.910 -3.771 -4.636 -0.3 -0.6 0.6 0.38
H 4.635 -2.957 -2.676 -0.7 -0.5 0.4 0.55
H 2.895 -2.724 -2.367 0.6 -0.6 0.1 -0.41
H 4.781 -4.217 -0.728 -0.8 -0.3 0.1 0.06
H 3.825 -5.488 -1.572 -0.3 0.7 0.7 0.67
H 1.758 -3.828 -1.004 0.7 0.4 1.1 -1.08
H 4.722 -3.537 1.772 -0.7 0.5 -0.4 0.34
H 3.877 -2.079 2.358 -0.1 -0.5 -0.6 0.44
H 4.193 -1.671 -0.574 0.2 0.0 0.9 -0.11
H 5.693 -2.379 0.067 -0.8 0.4 0.0 0.48
H 5.780 0.088 0.117 -0.5 0.0 0.7 0.42
H 4.534 0.120 1.508 0.6 -0.3 -0.4 0.27
H 6.167 -0.755 1.636 -0.9 0.5 -0.2 0.17
H 0.928 -2.636 2.171 0.5 0.6 -0.7 0.59
H 0.562 -2.804 0.437 0.7 0.1 0.4 0.32
H -0.056 0.659 0.237 -0.5 0.1 0.1 0.22
H 1.643 0.352 -1.038 0.1 -0.1 -0.1 0.09
C 6.826 -1.528 4.589 -0.4 -0.1 0.0 -0.90
O 6.851 -2.429 3.494 0.3 0.1 0.0 -0.10
C 8.119 -3.014 3.236 0.0 -0.2 -0.2 -0.80
C 8.445 -4.238 4.113 -0.3 0.2 0.2 0.28
C 8.861 -3.873 5.533 0.2 0.0 0.2 -1.43
N 7.321 -5.179 4.174 0.0 0.1 -0.3 -0.72
H 7.761 -0.968 4.681 0.0 -0.1 0.0 0.39
H 6.612 -2.061 5.518 0.1 0.1 0.1 0.23
H 6.013 -0.820 4.422 0.0 0.0 -0.1 0.29
H 8.077 -3.349 2.195 -0.1 0.0 0.0 0.31
H 8.912 -2.258 3.289 0.0 0.0 0.1 0.48
H 9.293 -4.752 3.649 -0.1 0.0 -0.1 0.41
H 8.015 -3.572 6.153 0.0 0.0 -0.1 0.28
H 9.322 -4.733 6.024 -0.1 0.0 -0.1 0.37
H 9.592 -3.061 5.534 0.0 0.0 0.0 0.34
H 7.104 -5.493 3.231 0.1 -0.1 0.1 0.27
H 6.495 -4.649 4.446 0.0 -0.1 0.1 0.34
C -5.879 5.975 0.828 0.2 0.2 -0.2 -0.51
O -4.577 5.609 1.249 -0.2 -0.2 0.2 -0.43
C -4.447 4.256 1.659 0.3 -0.1 0.1 -0.68
C -4.239 3.260 0.503 -0.3 0.3 -0.1 0.28
C -5.519 2.944 -0.263 -0.1 -0.2 -0.1 -1.40
N -3.222 3.732 -0.444 0.1 0.0 0.2 -0.49
H -6.655 5.455 1.397 0.0 -0.1 0.0 0.07
H -6.002 5.787 -0.241 -0.2 -0.1 0.0 0.28
H -5.995 7.048 0.987 0.1 0.0 0.1 0.33
H -3.554 4.229 2.289 0.0 0.1 -0.1 0.39
H -5.288 3.961 2.298 -0.1 0.0 -0.1 0.37
H -3.886 2.322 0.942 0.1 0.1 0.1 0.31
H -5.821 3.756 -0.928 0.1 0.0 0.1 0.30
H -5.378 2.060 -0.889 0.0 0.1 0.0 0.30
H -6.346 2.737 0.420 0.0 0.0 0.0 0.33
H -2.344 3.855 0.055 0.0 -0.1 0.0 0.26
H -3.477 4.679 -0.716 0.0 -0.1 -0.1 0.26
C -11.453 7.691 3.467 -0.2 -0.2 -0.1 -0.64
O -10.644 7.093 2.469 0.2 0.3 0.1 -0.44
C -9.250 7.292 2.639 0.2 -0.2 -0.2 -0.52
C -8.581 6.309 3.619 -0.4 0.0 0.1 0.61
C -8.843 6.639 5.084 0.2 0.0 0.2 -1.60
N -8.993 4.924 3.360 0.1 0.1 -0.2 -0.69
H -11.034 8.636 3.822 0.1 0.0 0.0 0.30
H -11.599 7.004 4.304 0.0 0.2 0.1 0.23
H -12.432 7.890 3.030 0.1 0.0 -0.1 0.27
H -8.811 7.129 1.650 -0.1 0.0 0.0 0.18
H -9.037 8.334 2.907 -0.1 0.0 0.1 0.46
H -7.500 6.378 3.461 0.0 0.0 -0.1 0.27
H -9.853 6.371 5.399 0.0 0.0 -0.1 0.28
H -8.154 6.085 5.725 0.0 0.0 -0.1 0.39
H -8.694 7.703 5.281 0.0 0.0 0.0 0.35
H -8.734 4.677 2.408 0.1 -0.1 0.1 0.25
H -10.010 4.908 3.343 0.0 0.0 0.1 0.33
```
Positions in Å, forces in eV/Å.

As for the SMILES: CCCCCCCCCCCCCCCC[C@H]1OS(=O)(=O)O[C@]1(CCC)CP(=O)(O)O.COC[C@@H](C)N.COC[C@@H](C)N.COC[C@@H](C)N. As for the net charge: 0. The calculation puts the frontier orbital gap at 0.353 hartree. The value obtained for the electronic energy is -81590.824 eV. For the LUMO energy, the calculation gives 0.330 eV. As for the highest occupied orbital energy: -9.27 eV. The calculation puts the energy above the lowest of the compared OMol25 structures with the same formula, charge and spin at 2.611 eV.